An isolated ion of composition C4H10N3O and charge +1. Source: the OMol25 dataset; level of theory: ωB97M-V/def2-TZVPD.

Calculated values
* Kohn-Sham gap: 8.779 eV
* relative energy (zero: lowest compared OMol25 entry of this formula, charge and spin): 344.2 kJ/mol
* maximum force: 5.7 eV/Å
* SMILES: C[C@@H]1N[C@@H](C)[N+](=O)N1
* highest occupied orbital energy: -14.78 eV
* LUMO energy: -6.0 eV
* molecular weight: 116.1 g mol⁻¹

Geometry as ORCA input:
```
! RIJCOSX wB97M-V def2-TZVPD def2/J DEFGRID3
* xyz 1 1
C 0.70594 -0.24345 -0.08116
C -1.36559 0.37582 0.60680
C 2.02081 -0.88433 0.32099
C -1.79259 1.43448 -0.47922
N 0.04253 0.45954 0.97868
N -0.28587 -1.26324 -0.50083
N -1.51960 -0.89335 -0.06098
O -2.48777 -1.63462 -0.05207
H 0.75601 0.48554 -0.85464
H -2.10442 0.44376 1.50818
H 1.95964 -1.61047 1.14610
H 2.74922 -0.13202 0.54797
H 2.58649 -1.36116 -0.52327
H -1.12355 1.22444 -1.29226
H -1.69539 2.40262 -0.07412
H -2.87403 1.26775 -0.74621
H 0.22322 0.26293 1.91166
H 0.02958 -2.15660 -0.83066
*
```

---

C53H53AsNO3P2S4SbSn as an isolated structure. Source: the OMol25 dataset; level of theory: ωB97M-V/def2-TZVPD.

Calculated values
* Kohn-Sham gap: 5.394 eV
* relative energy (zero: lowest compared OMol25 entry of this formula, charge and spin): 57.1 kJ/mol
* maximum force: 1.5 eV/Å
* highest occupied orbital energy: -1.68 eV
* LUMO energy: 3.7 eV
* molecular weight: 1257.6 g mol⁻¹

Geometry as ORCA input:
```
! RIJCOSX wB97M-V def2-TZVPD def2/J DEFGRID3
* xyz -2 1
Sn -1.49141 -0.33872 -0.74623
S -5.18946 1.97999 1.98316
Sb -5.96138 2.65034 -0.38064
S -4.32482 0.72074 -0.83911
S -3.65831 0.91109 1.08990
S -4.85784 4.56727 -0.89310
O 0.25887 -1.70561 -0.86085
O 0.39700 -1.77011 -2.27352
O -3.18664 -3.06014 1.23964
H -3.60099 -2.26951 0.87556
H -2.28441 -3.05480 0.89719
C 3.04330 -0.40550 -3.02734
N 3.13616 0.69769 -2.09087
C 4.21086 0.48680 -1.14988
C 1.86414 0.85342 -1.38413
C 0.82193 1.57667 -2.18643
C 1.25667 2.52656 -3.10496
C 0.35982 3.30529 -3.80969
C -0.99388 3.17343 -3.55588
C -1.42964 2.22026 -2.64913
C -0.55085 1.37129 -1.96435
H 3.98339 -0.50046 -3.57666
H 2.24486 -0.20169 -3.73595
H 2.80190 -1.35350 -2.52829
H 5.15435 0.35873 -1.68599
H 4.05231 -0.40007 -0.51437
H 4.29450 1.36748 -0.50869
H 2.05346 1.44969 -0.48429
H 1.48035 -0.11048 -1.05087
H 2.32019 2.64178 -3.27241
H 0.71410 4.02539 -4.53945
H -1.71662 3.79810 -4.06899
H -2.49443 2.14903 -2.45562
C -5.58176 -1.96273 -4.95944
C -4.98319 -0.81530 -4.46695
C -3.72260 -0.88871 -3.90438
C -3.02628 -2.08735 -3.81479
C -3.62549 -3.22012 -4.35630
C -4.89340 -3.16363 -4.91030
P -1.27418 -1.93854 -2.88925
C -1.30643 -3.68234 -2.37054
C -2.39630 -4.16442 -1.65852
C -2.36502 -5.43494 -1.11161
C -1.25167 -6.24055 -1.28695
C -0.15936 -5.76036 -1.99112
C -0.18234 -4.48407 -2.51764
C -0.51167 -1.76451 -4.54206
C -0.19339 -0.48744 -4.98277
C 0.44542 -0.30974 -6.19535
C 0.78374 -1.40512 -6.97315
C 0.42943 -2.67729 -6.55580
C -0.23015 -2.85507 -5.35250
H -6.58233 -1.92874 -5.37746
H -5.51444 0.12801 -4.50198
H -3.26212 0.00330 -3.49154
H -3.10760 -4.17305 -4.32520
H -5.35954 -4.06697 -5.29283
H -3.26832 -3.53029 -1.53458
H -3.20709 -5.79554 -0.53623
H -1.22906 -7.23946 -0.86943
H 0.72210 -6.37655 -2.12101
H 0.68584 -4.07237 -3.01139
H -0.43742 0.35706 -4.35739
H 0.69121 0.68590 -6.53426
H 1.33568 -1.27627 -7.89750
H 0.68128 -3.53886 -7.16438
H -0.51504 -3.84685 -5.02871
C 1.42646 1.37542 2.79424
C 2.18226 2.56565 2.23993
As 3.66539 3.19903 3.39198
C 4.61177 1.50846 3.69929
C 4.64865 0.50327 2.73973
C 5.38001 -0.65257 2.94791
C 6.09723 -0.81919 4.11981
C 6.10343 0.18984 5.06801
C 5.37588 1.34641 4.85232
C 2.49316 3.26167 4.96487
C 2.38472 2.28700 5.94545
C 1.37359 2.35260 6.88995
C 0.44954 3.38197 6.85199
C 0.56271 4.37508 5.89307
C 1.58645 4.31745 4.96722
P 0.04001 0.90478 1.61600
C -1.06451 2.27686 2.07513
C -1.28960 3.18406 1.04442
C -2.14431 4.25314 1.22069
C -2.78265 4.41783 2.43857
C -2.51641 3.55150 3.48524
C -1.65097 2.48671 3.31568
C -0.41376 -0.61332 2.51545
C -1.56163 -0.87986 3.24749
C -1.72710 -2.12860 3.82590
C -0.76660 -3.11247 3.67424
C 0.35903 -2.86276 2.90566
C 0.52898 -1.62447 2.32796
H 0.97743 1.61686 3.76471
H 2.06822 0.49975 2.91978
H 1.48677 3.40595 2.11876
H 2.57630 2.33516 1.24528
H 4.09993 0.62067 1.81579
H 5.38606 -1.42520 2.19247
H 6.65665 -1.72838 4.29061
H 6.67922 0.07283 5.97687
H 5.39425 2.14300 5.59061
H 3.07518 1.45267 5.95924
H 1.29318 1.58012 7.64351
H -0.36360 3.40747 7.56371
H -0.15462 5.18268 5.85527
H 1.67383 5.08612 4.20482
H -0.80732 3.01599 0.08786
H -2.34557 4.92276 0.39733
H -3.49729 5.21901 2.56564
H -3.00938 3.69544 4.43640
H -1.44749 1.81950 4.14350
H -2.33595 -0.13312 3.35140
H -2.61980 -2.33783 4.39627
H -0.90175 -4.08219 4.13206
H 1.09606 -3.63511 2.74347
H 1.37195 -1.42719 1.68201
*
```

---

| no. | energy (eV) |
| --- | --- |
| 1 | -10817.836 |
| 2 | -198579.827 |